{
  "formula": "C4H8O2",
  "method": "ωB97M-V with the def2-TZVPD basis set",
  "symbols": ["C", "C", "C", "O", "C", "O", "H", "H", "H", "H", "H", "H", "H", "H"],
  "positions_angstrom": [[0.124, 0.929, 1.451], [-0.089, -0.416, 0.774], [-0.706, -0.145, -1.009], [-1.551, -1.223, -1.201], [1.064, -0.492, -0.601], [1.164, -1.073, 0.641], [0.247, 0.710, 2.519], [-0.760, 1.568, 1.351], [1.013, 1.493, 1.137], [-0.369, 0.130, -2.019], [-1.188, 0.768, -0.627], [-1.778, -1.509, -0.301], [1.583, 0.467, -0.710], [1.246, -1.206, -1.405]],
  "forces_ev_per_a": [[0.0, 0.1, 0.0], [-0.1, 0.2, 0.6], [0.2, 0.3, -0.3], [0.1, -0.1, 0.2], [0.1, 0.1, -0.5], [-0.1, 0.1, 0.0], [0.0, -0.1, -0.2], [0.1, -0.1, 0.0], [-0.1, -0.1, 0.0], [0.0, 0.0, 0.1], [0.2, -0.3, 0.0], [0.0, 0.0, -0.1], [-0.2, -0.2, 0.0], [-0.2, 0.1, 0.1]],
  "mulliken_charge": [-1.1100, -0.0394, -0.3107, -0.4898, -0.4663, -0.3147, 0.3195, 0.3269, 0.2958, 0.3820, 0.2740, 0.4397, 0.3014, 0.3917],
  "gap_ev": 9.131,
  "max_force_ha_per_bohr": 0.0121,
  "charge": 0
}

{
  "formula": "C38H112ClN14O22V",
  "method": "ωB97M-V with the def2-TZVPD basis set",
  "symbols": ["O", "V", "O", "Cl", "C", "O", "N", "N", "H", "H", "H", "H", "C", "O", "N", "N", "H", "H", "H", "H", "C", "O", "N", "N", "H", "H", "H", "H", "C", "O", "N", "N", "H", "H", "H", "H", "C", "C", "C", "O", "C", "N", "H", "H", "H", "H", "H", "H", "H", "H", "H", "H", "H", "C", "C", "C", "O", "C", "N", "H", "H", "H", "H", "H", "H", "H", "H", "H", "H", "H", "C", "C", "C", "O", "C", "N", "H", "H", "H", "H", "H", "H", "H", "H", "H", "H", "H", "C", "C", "C", "O", "C", "N", "H", "H", "H", "H", "H", "H", "H", "H", "H", "H", "H", "C", "C", "C", "O", "C", "N", "H", "H", "H", "H", "H", "H", "H", "H", "H", "H", "H", "C", "C", "C", "O", "C", "N", "H", "H", "H", "H", "H", "H", "H", "H", "H", "H", "H", "C", "C", "O", "O", "H", "H", "H", "H", "H", "H", "C", "C", "O", "O", "H", "H", "H", "H", "H", "H", "C", "C", "O", "O", "H", "H", "H", "H", "H", "H", "C", "C", "O", "O", "H", "H", "H", "H", "H", "H", "C", "C", "O", "O", "H", "H", "H", "H", "H", "H"],
  "positions_angstrom": [[13.978, 15.621, 14.344], [14.529, 15.262, 15.819], [14.907, 16.619, 16.499], [13.857, 12.234, 15.433], [11.405, 19.681, 13.698], [11.262, 18.473, 14.010], [10.398, 20.358, 12.937], [12.500, 20.421, 14.087], [9.712, 19.732, 12.527], [10.522, 21.212, 12.454], [13.262, 19.965, 14.677], [12.731, 21.293, 13.654], [15.054, 13.368, 18.630], [15.380, 14.088, 17.635], [14.070, 12.366, 18.497], [15.663, 13.530, 19.848], [13.834, 11.977, 17.578], [13.831, 11.863, 19.292], [15.377, 12.972, 20.636], [16.153, 14.470, 19.841], [17.104, 13.950, 14.831], [16.457, 14.969, 15.126], [17.849, 13.410, 15.855], [17.047, 13.544, 13.581], [17.325, 13.548, 16.702], [18.133, 12.464, 15.702], [17.329, 12.686, 13.185], [16.434, 14.107, 13.038], [15.075, 11.909, 11.786], [15.925, 11.989, 10.906], [14.998, 10.707, 12.657], [14.222, 12.887, 12.092], [14.779, 10.900, 13.608], [15.810, 10.142, 12.523], [13.839, 12.903, 13.036], [14.257, 13.776, 11.602], [21.170, 21.492, 14.425], [19.668, 21.479, 14.202], [19.047, 20.851, 15.462], [19.486, 19.518, 15.423], [18.722, 18.667, 16.275], [19.116, 22.833, 14.029], [21.449, 22.009, 15.390], [21.753, 22.025, 13.641], [21.551, 20.489, 14.478], [19.456, 20.876, 13.310], [17.961, 20.892, 15.361], [19.344, 21.395, 16.380], [18.622, 18.992, 17.331], [19.269, 17.736, 16.290], [17.749, 18.533, 15.805], [19.775, 23.368, 13.461], [18.403, 22.723, 13.350], [11.577, 10.788, 11.895], [10.356, 9.973, 12.081], [9.632, 9.775, 10.702], [9.262, 11.010, 10.100], [8.227, 11.789, 10.668], [10.717, 8.727, 12.687], [12.366, 10.251, 11.303], [12.112, 11.166, 12.768], [11.191, 11.659, 11.314], [9.707, 10.486, 12.813], [8.760, 9.105, 10.814], [10.350, 9.368, 10.033], [7.270, 11.212, 10.702], [8.044, 12.581, 9.986], [8.486, 12.196, 11.594], [10.034, 7.944, 12.676], [11.535, 8.353, 12.227], [15.907, 17.379, 19.667], [17.395, 17.152, 20.051], [18.012, 18.368, 20.736], [19.332, 18.081, 20.900], [20.241, 19.130, 21.139], [17.588, 15.998, 20.811], [15.220, 17.237, 20.534], [15.676, 16.613, 18.904], [15.831, 18.341, 19.237], [17.905, 17.024, 19.061], [17.578, 18.501, 21.745], [17.876, 19.327, 20.238], [20.417, 19.703, 20.248], [21.155, 18.734, 21.544], [19.798, 19.861, 21.867], [18.555, 15.753, 21.008], [17.030, 16.059, 21.677], [12.269, 16.958, 18.346], [12.493, 15.430, 18.276], [11.485, 14.544, 18.976], [11.831, 14.431, 20.364], [10.705, 14.198, 21.235], [12.611, 15.014, 16.860], [13.071, 17.527, 17.904], [12.216, 17.222, 19.402], [11.390, 17.226, 17.798], [13.470, 15.175, 18.693], [11.424, 13.539, 18.554], [10.500, 15.028, 18.928], [10.047, 15.054, 21.181], [11.037, 14.129, 22.277], [10.187, 13.319, 20.889], [12.553, 13.996, 16.775], [11.933, 15.510, 16.212], [11.594, 15.273, 11.744], [12.451, 15.604, 10.470], [11.982, 16.961, 9.945], [12.644, 17.343, 8.853], [12.382, 18.685, 8.424], [13.786, 15.639, 10.802], [11.495, 16.229, 12.344], [11.992, 14.460, 12.332], [10.644, 14.930, 11.424], [12.216, 14.784, 9.775], [12.219, 17.662, 10.751], [10.899, 16.988, 9.743], [13.193, 18.959, 7.793], [12.317, 19.439, 9.192], [11.467, 18.818, 7.821], [14.088, 16.165, 11.631], [14.333, 15.807, 10.003], [21.105, 17.856, 11.298], [19.796, 17.424, 11.879], [18.950, 16.834, 10.752], [18.468, 17.875, 9.933], [17.689, 17.400, 8.880], [19.813, 16.492, 12.989], [21.650, 18.500, 11.962], [21.049, 18.331, 10.300], [21.661, 16.883, 11.146], [19.284, 18.308, 12.280], [18.061, 16.335, 11.164], [19.445, 16.005, 10.237], [17.600, 18.132, 8.112], [16.656, 17.294, 9.202], [18.024, 16.499, 8.382], [20.145, 15.533, 12.798], [18.848, 16.417, 13.265], [10.064, 9.320, 16.566], [9.242, 10.606, 16.580], [9.933, 11.662, 15.914], [11.454, 9.603, 16.826], [9.919, 8.896, 15.539], [9.755, 8.674, 17.391], [9.108, 10.785, 17.652], [8.375, 10.453, 16.006], [10.874, 11.660, 16.125], [11.799, 9.699, 15.942], [17.242, 8.722, 16.921], [16.127, 9.725, 16.772], [16.597, 11.044, 16.633], [17.874, 8.890, 18.190], [17.977, 8.642, 16.070], [16.804, 7.696, 16.927], [15.363, 9.564, 17.556], [15.537, 9.534, 15.854], [15.872, 11.485, 16.177], [18.480, 9.617, 18.122], [9.788, 14.500, 14.480], [9.295, 15.656, 15.285], [10.399, 16.514, 15.724], [8.798, 13.666, 14.021], [10.473, 13.972, 15.118], [10.223, 14.891, 13.545], [8.724, 15.367, 16.140], [8.543, 16.297, 14.851], [10.588, 17.169, 15.091], [8.502, 13.069, 14.718], [16.874, 23.113, 16.972], [16.463, 22.554, 18.303], [16.407, 21.121, 18.158], [15.968, 22.577, 15.958], [17.887, 22.972, 16.653], [16.794, 24.203, 17.006], [15.527, 22.986, 18.611], [17.313, 22.790, 19.000], [15.648, 21.011, 17.508], [16.159, 23.099, 15.184], [15.567, 18.280, 12.497], [15.940, 19.189, 13.714], [14.997, 19.233, 14.806], [15.998, 16.894, 12.710], [16.157, 18.603, 11.605], [14.494, 18.318, 12.206], [16.034, 20.214, 13.333], [16.939, 18.929, 14.082], [15.016, 18.407, 15.256], [15.499, 16.547, 13.472]],
  "forces_ev_per_a": [[0.1, -0.4, 1.2], [0.0, -0.3, -0.5], [-0.1, 0.8, -0.1], [0.0, 0.3, -0.2], [-0.3, -0.5, -0.3], [0.1, 2.4, -0.6], [0.8, -2.1, 1.2], [0.0, -1.4, 0.8], [0.3, 0.1, 0.2], [0.5, 0.7, -0.2], [-1.3, 0.6, -1.4], [-0.2, 0.2, -0.1], [-1.0, -1.5, -0.9], [-0.3, -0.6, 1.1], [1.9, 2.4, -0.8], [-0.2, 1.5, -2.5], [0.3, 0.5, 0.3], [-0.4, -1.0, 1.4], [0.2, 0.5, 0.1], [-0.3, -1.6, 1.1], [0.7, -0.4, 1.6], [-1.4, 1.2, 0.6], [-0.4, 0.1, -1.9], [0.3, 0.1, -0.1], [0.1, 0.0, 0.6], [0.2, -0.5, 0.2], [0.5, -0.9, -0.1], [-0.4, 0.3, -0.7], [1.3, -1.8, 1.2], [-0.5, -0.4, 0.1], [-0.2, 2.1, -2.3], [-0.7, 0.2, 0.9], [-0.3, 0.2, 0.8], [0.4, -0.2, -0.1], [-0.1, -0.1, -0.4], [0.0, 0.1, -0.3], [0.9, 1.4, 0.3], [0.6, 0.3, 0.9], [-0.1, -0.1, -1.4], [-0.1, -0.2, 1.2], [0.5, 0.0, -0.1], [0.9, 0.3, -0.2], [-0.5, -0.5, -0.8], [-0.5, -0.3, 0.2], [0.1, -0.5, 0.1], [-0.1, -0.3, 0.3], [-0.3, 0.0, 0.2], [0.1, -0.2, -0.3], [0.0, 0.3, -0.6], [-0.1, -0.4, -0.1], [-0.3, -0.2, 0.4], [0.2, 0.1, 0.5], [-1.4, 0.0, -0.5], [0.9, 1.3, -1.5], [-1.3, -0.4, 0.2], [-0.6, 1.4, 1.5], [0.2, -0.2, -0.4], [-0.8, -2.0, -1.2], [0.0, -2.2, 0.6], [-0.8, 0.4, 0.2], [-0.5, -0.2, 0.3], [0.9, -0.3, 0.3], [-0.1, 0.0, -0.5], [0.2, 0.1, 0.0], [0.5, -0.6, -0.7], [0.6, 0.2, 0.3], [0.0, 0.8, -0.7], [0.3, 0.5, 1.8], [0.3, 1.2, -0.1], [0.3, 0.0, 0.0], [0.7, -2.0, 0.9], [-0.4, 2.1, -2.0], [-1.2, 0.7, 0.5], [2.7, -1.0, 0.1], [-1.7, 0.8, 0.9], [-0.8, -2.3, 1.3], [0.4, 0.3, -0.5], [-0.2, 0.4, 0.3], [-0.4, 1.1, -0.4], [-0.1, 0.2, 0.8], [-0.4, -0.1, -0.1], [-0.2, 0.0, -0.6], [0.3, 0.2, -0.7], [0.3, -0.3, 0.0], [0.4, -0.6, -0.3], [-0.3, 0.4, 0.0], [0.7, -0.2, -0.4], [0.2, -1.1, 0.7], [1.1, 0.2, -0.8], [-0.8, 0.6, 1.4], [0.0, 0.1, 0.3], [0.9, 0.6, -0.8], [0.5, 0.3, -1.5], [0.5, -0.1, -0.1], [-0.2, 0.2, 0.0], [-0.8, 0.1, 0.0], [-0.1, 0.3, 0.3], [0.1, 0.0, -0.3], [-0.1, -0.2, -0.3], [-0.4, 0.3, -0.1], [0.2, -0.3, -0.4], [-0.4, -0.5, 0.2], [-0.4, 0.2, -0.1], [0.4, -0.7, 1.0], [0.9, 1.8, -0.5], [-3.3, -0.3, 1.0], [-1.8, -0.5, 2.0], [1.5, 1.7, -2.9], [-0.4, -0.7, -0.5], [2.3, -0.9, 1.5], [0.1, -1.2, -0.3], [0.5, 0.0, 0.2], [-1.2, 0.0, -0.3], [0.4, 0.3, -0.3], [-0.3, 0.2, 0.5], [-0.2, -0.2, 0.3], [0.7, 0.2, -0.6], [0.1, -0.1, 1.0], [0.0, -0.6, 0.2], [-0.4, -0.2, -0.7], [1.2, 0.5, -0.8], [1.2, -1.6, -0.5], [-1.3, 0.1, -0.9], [-1.5, 0.0, 0.9], [1.0, -0.1, -0.6], [-1.0, 0.2, -0.1], [0.8, -0.5, 0.5], [0.4, 0.2, 0.4], [-0.4, -0.2, 0.6], [0.0, 1.1, 0.1], [-0.2, -0.1, -0.2], [0.0, 0.1, 0.4], [0.6, 0.3, -0.5], [0.4, 0.9, -0.6], [-0.3, -0.6, 0.3], [0.4, -0.5, 0.3], [-0.1, 0.8, -0.3], [-0.2, -0.2, 0.4], [0.2, 0.0, -0.8], [2.4, 0.0, 0.9], [-0.5, 0.1, 0.0], [-0.9, -0.1, -0.2], [0.5, -0.3, 1.0], [-0.3, -0.2, -0.4], [-0.6, 0.8, -0.2], [-1.5, -0.1, -0.2], [0.0, -0.3, 0.2], [0.8, 0.1, -0.4], [0.1, -1.2, 0.0], [-1.0, -0.7, -1.4], [0.4, -0.1, 0.6], [-0.2, -0.6, -0.3], [-0.6, 0.8, 0.7], [0.1, 0.7, 0.2], [0.6, 0.4, 0.3], [0.3, -0.5, 0.1], [-0.2, 0.6, -0.1], [0.4, 0.6, 0.0], [0.5, 1.1, -0.9], [0.2, 2.1, 0.6], [-1.1, -2.7, 1.5], [-1.7, -1.0, -0.3], [0.8, -0.4, 0.0], [0.4, -0.2, 0.9], [0.2, -0.8, 1.2], [0.0, 0.2, -1.2], [0.4, 1.6, -1.7], [0.3, 0.0, 0.0], [-1.2, 1.0, -0.9], [2.2, -1.0, -0.4], [-1.8, 0.5, -0.5], [0.5, 0.4, 1.0], [0.6, -0.8, 0.2], [-0.4, 0.2, 0.0], [-0.4, 0.1, 0.4], [-1.1, -0.2, -0.2], [1.5, -0.2, 0.9], [0.0, 0.1, -0.6], [0.9, -0.6, 0.2], [-0.5, 0.1, -0.7], [0.5, 1.0, -1.3], [-0.6, 1.1, 0.1], [-0.3, -0.1, 0.7], [0.4, 0.1, 0.5], [-0.3, 0.0, 0.2], [-0.2, -0.2, -0.2], [0.0, -1.4, 0.8], [0.0, 0.0, -0.2]],
  "mulliken_charge": [0.1670, 1.0054, -0.3245, -0.9927, 0.3768, -0.7128, -0.4745, -0.1706, 0.2344, 0.1863, 0.0792, 0.1492, 0.2769, 0.5255, 0.2143, -0.5160, -0.3550, 0.1888, 0.2007, 0.1062, 0.1491, -0.2403, -0.4683, -0.1622, 0.1347, 0.2409, 0.2517, -0.2334, 0.1397, -0.7050, -0.2889, 0.8766, 0.0797, 0.3306, -0.5566, 0.0089, -1.5196, 0.6345, -0.1139, -0.4724, -0.2654, -0.6582, 0.3106, 0.4417, 0.3338, -0.0239, 0.0975, 0.3063, 0.1900, 0.3225, -0.1184, 0.2631, 0.2824, -0.8528, 1.0840, -0.9616, -0.3370, -0.5206, -0.6176, 0.3680, 0.1091, 0.1395, -0.2053, 0.4144, 0.2963, 0.3081, 0.2638, 0.1080, 0.2377, 0.2611, -0.6999, 0.7012, -0.8221, -0.3237, -0.7585, -0.5011, 0.3159, -0.2339, 0.3856, -0.1216, 0.3624, 0.3089, 0.2503, 0.2631, 0.3143, 0.2102, 0.3121, -1.8845, 2.4609, -1.0669, -0.3095, -0.8723, 1.6589, 0.2539, 0.4781, 0.3949, -1.2162, 0.3267, 0.5562, 0.3404, 0.2400, 0.3325, -0.4952, -0.9476, -0.9673, -0.0507, -0.4033, -0.3210, -0.8418, -0.2364, -0.0157, 0.0118, 0.7349, 0.5606, -0.1031, 0.4375, 0.3084, 0.3077, 0.3096, -0.2177, 0.2781, -1.5355, 1.3639, -0.0659, -0.3982, -0.6142, -0.5811, 0.3591, 0.3066, 0.3343, -0.4884, -0.2027, 0.5112, 0.3127, 0.0556, 0.3435, 0.2758, 0.1141, -0.4189, -0.5581, 0.0508, -0.4872, 0.1994, 0.3322, 0.2026, 0.4361, -0.0559, 0.2256, -0.7481, 0.2572, -0.3425, -0.5291, 0.2888, 0.3132, 0.1829, 0.1103, -0.1502, 0.3168, 1.4853, -1.1204, -0.2275, -0.6409, -0.1962, -0.4673, 0.4009, 0.3214, 0.3689, 0.3030, -0.2543, -0.6166, -0.2570, -0.4872, 0.0869, 0.4727, 0.3184, 0.3169, 0.1644, 0.2526, 0.2299, 0.2772, -0.0156, 0.5620, 0.4536, -0.4036, 0.5230, -0.6348, -0.1008, -0.6639],
  "gap_ev": 8.566,
  "max_force_ha_per_bohr": 0.0721,
  "charge": 0
}